# 1
Computed, not measured: a structure of composition C32H33CaN8O2 at a distorted geometry, with the ωB97M-V functional and the def2-TZVPD basis.

The geometry in XYZ format:
```
76
Properties=species:S:1:pos:R:3:forces:R:3:mulliken_charge:R:1
Ca 0.521410 -0.771462 -0.157191 -0.353 0.809 -0.458 1.507
C 5.192825 -1.139932 0.658123 -0.111 -0.176 0.079 -0.901
C 5.644404 -0.004608 0.005984 0.103 0.046 0.005 -0.778
C 4.739954 0.789084 -0.668978 -0.169 0.285 -0.203 -1.146
C 3.378307 0.446432 -0.737735 0.793 -0.296 0.257 0.841
C 2.907189 -0.713709 -0.092035 -0.077 0.004 0.035 0.318
C 3.840610 -1.465129 0.615265 0.479 0.208 -0.144 -0.052
C 2.449995 1.365083 -1.420995 -0.304 0.083 0.138 0.604
C 2.923213 2.395177 -2.283289 0.037 0.123 -0.167 -1.105
C 2.066237 3.310091 -2.801708 0.144 -0.046 0.068 -1.200
C 0.692311 3.244921 -2.478461 -0.171 -0.266 0.137 1.036
C -0.249919 4.189702 -2.933947 -0.029 0.036 -0.035 -0.739
C -1.570590 4.071692 -2.602714 0.006 0.103 -0.066 -0.815
C -1.993371 2.996033 -1.803094 -0.044 -0.101 0.060 -1.072
C -1.101355 2.063027 -1.348602 0.205 -0.013 0.019 -0.119
C 0.273635 2.161409 -1.668340 0.105 0.374 -0.254 -0.382
N 1.152746 1.239619 -1.169146 0.101 0.738 -0.497 0.980
H 5.888782 -1.768608 1.202751 0.012 0.031 0.013 0.441
H 6.690560 0.270845 0.038680 -0.004 0.022 0.008 0.383
H 5.096407 1.710979 -1.113455 0.087 -0.059 0.004 0.301
H 3.528045 -2.346525 1.161308 0.007 -0.090 0.039 0.250
H 3.970476 2.441457 -2.537826 -0.016 -0.026 0.010 0.419
H 2.426091 4.095594 -3.455435 -0.006 0.009 -0.006 0.434
H 0.089614 5.016689 -3.545858 0.025 -0.016 -0.013 0.439
H -2.290296 4.801176 -2.949699 0.014 0.007 -0.006 0.403
H -3.044520 2.917326 -1.547381 0.022 -0.053 0.025 0.473
H -1.417638 1.239136 -0.725285 -0.176 0.006 0.060 0.829
N 0.214956 2.220749 1.907722 -0.085 0.073 0.067 -0.515
C -1.039439 1.518545 2.145013 0.229 0.030 0.173 0.811
C -1.517040 1.527851 3.628634 -0.168 -0.084 -0.036 -1.130
C -2.832366 2.281407 3.915415 0.073 -0.267 -0.299 -0.449
C -4.133935 1.458575 4.062963 0.202 0.332 0.173 -1.328
N -4.395601 0.335618 3.162663 0.394 -0.066 -0.294 0.010
C -4.951472 0.407264 1.962570 -0.215 0.446 0.572 0.793
N -5.381598 -0.706166 1.355347 0.399 -0.246 -0.384 -0.495
N -5.229694 1.592322 1.422593 0.097 -0.122 -0.019 -0.336
C -0.811551 0.092569 1.627431 -1.495 0.631 1.099 0.496
O 0.252297 -0.485720 1.935162 0.031 0.228 1.503 -0.856
O -1.674047 -0.404628 0.855639 -0.135 0.033 -0.064 -0.753
H 0.984296 1.681171 2.290893 0.022 -0.003 -0.007 0.245
H 0.214919 3.137969 2.336183 0.029 0.031 -0.035 0.258
H -1.797540 1.988529 1.512778 -0.100 -0.105 0.014 0.129
H -0.727419 2.026630 4.189488 0.012 -0.072 0.080 0.527
H -1.563977 0.508450 4.023245 -0.011 -0.012 0.032 0.470
H -2.959527 3.069978 3.168384 -0.017 0.004 -0.045 0.348
H -2.721844 2.790008 4.873728 -0.146 0.095 -0.015 0.384
H -4.995190 2.127242 3.999093 -0.018 0.008 0.150 0.465
H -4.147467 1.034808 5.064632 -0.078 -0.088 -0.012 0.427
H -4.136801 -0.580290 3.488991 0.013 -0.049 -0.019 0.243
H -4.955227 -1.574724 1.635009 -0.012 -0.103 0.106 0.225
H -5.533388 -0.661438 0.361134 -0.072 0.035 -0.084 0.253
H -4.973415 2.445706 1.885506 0.089 0.027 -0.051 0.165
H -5.674909 1.649119 0.524719 -0.066 0.069 -0.003 0.201
C 2.726268 -5.849616 1.508580 -0.040 0.038 -0.007 -0.480
C 2.017677 -4.810470 2.095472 0.078 -0.078 0.076 -0.652
C 1.523686 -3.782521 1.314517 -0.163 0.197 -0.380 -0.218
C 1.727204 -3.793839 -0.069955 0.528 -0.886 0.567 0.107
C 2.452295 -4.840541 -0.654387 -0.118 0.297 -0.107 -0.270
C 2.948167 -5.856577 0.134707 0.036 -0.031 0.082 -0.704
N 1.121110 -2.776944 -0.802434 0.373 -1.468 -1.995 0.188
N 1.286910 -2.824622 -2.057621 0.332 -1.096 1.168 -0.654
C 0.460583 -1.997455 -2.795503 -0.836 1.078 -0.922 0.098
C 0.670334 -1.925506 -4.177280 0.287 -0.298 0.465 -0.365
C -0.217686 -1.215108 -4.954669 -0.227 0.210 -0.039 -0.381
C -1.301580 -0.590816 -4.346575 0.226 -0.127 -0.141 -0.783
C -1.409759 -0.675977 -2.971790 -0.142 0.012 0.107 -0.302
N -0.552262 -1.340283 -2.201768 -0.056 -0.404 -0.613 -0.444
H 3.102187 -6.660274 2.118687 0.027 0.021 0.010 0.396
H 1.860923 -4.799328 3.165648 -0.019 0.010 -0.004 0.406
H 0.982900 -2.954171 1.759107 -0.002 -0.020 0.051 0.404
H 2.603878 -4.835545 -1.723843 0.024 -0.032 0.000 0.470
H 3.510315 -6.664146 -0.314716 -0.018 0.004 -0.021 0.397
H 1.521736 -2.445649 -4.592789 -0.023 -0.015 -0.044 0.480
H -0.084290 -1.150105 -6.026238 0.039 -0.032 0.003 0.434
H -2.035507 -0.050862 -4.927007 -0.012 0.021 0.035 0.433
H -2.233224 -0.196681 -2.456008 0.053 0.026 0.001 0.502
```
Positions in Å, forces in eV/Å.

Calculated values
* energy above the lowest of the compared OMol25 structures with the same formula, charge and spin: 77.3 kcal/mol
* charge: +1
* electronic energy: -2505.22388 a.u.

---

# 2
Computed, not measured: a cluster of 6 separate species, C11H22N2O3S in total at a distorted geometry, with the ωB97M-V functional and the def2-TZVPD basis.

The geometry in XYZ format:
```
39
Properties=species:S:1:pos:R:3:forces:R:3:mulliken_charge:R:1
C -1.695077 -0.256141 -1.166386 -1.749 -1.311 2.194 -0.072
C -1.035260 0.981036 -1.641087 2.094 1.374 -4.248 -0.138
C -2.742022 0.072033 -0.017254 0.045 1.142 -2.106 0.455
C -3.671863 1.213226 -0.412064 0.787 1.609 -2.943 -1.322
C -3.452656 -1.206832 0.438680 1.201 1.235 0.197 -0.759
C -2.455756 -1.855488 1.324172 2.351 -0.351 1.223 -0.850
C 0.878930 0.714279 0.114984 -3.025 3.122 0.424 0.081
C 1.349615 2.083404 0.858062 1.475 0.025 -0.159 0.309
C 2.120799 -0.084774 0.214196 5.105 -3.218 1.324 -0.672
C 3.377216 0.397076 -0.687358 -2.184 0.138 -4.593 -0.578
C 5.181173 -0.871592 0.456001 0.305 -0.789 2.433 -0.683
H 0.465486 -0.962338 -1.233312 -4.114 -2.557 1.093 0.377
H -1.475420 -2.577156 -1.339879 2.790 3.989 2.183 0.338
H -2.309775 -0.441451 -1.992257 -0.611 -1.189 -1.503 0.798
H -2.005497 0.529308 0.583703 0.183 0.043 2.519 0.125
H -4.439164 1.176696 0.338970 -0.619 0.648 0.086 0.556
H -3.096549 2.382392 -0.446080 -1.882 -3.682 -0.050 0.189
H -4.134262 0.922116 -1.509155 0.923 1.219 2.693 0.234
H -3.718235 -1.742336 -0.444744 0.169 -0.846 -0.837 0.345
H -4.374136 -1.226347 0.990420 -0.700 1.345 0.223 0.383
H -1.458148 -2.013505 0.722323 -2.221 -0.087 2.120 0.304
H -2.172766 -1.135546 2.217017 -0.787 -1.556 -1.475 0.112
H -2.883365 -2.784336 1.649376 0.189 -0.616 0.802 0.447
H 0.777789 2.044976 -1.333973 -0.462 1.077 -1.660 0.337
H 0.030235 0.209359 0.646213 1.224 0.562 0.147 -0.296
H 2.102343 -1.376125 0.151805 -0.445 3.895 0.093 0.321
H 2.648354 0.181698 1.378772 -2.316 -1.011 -2.856 0.357
H 3.842504 1.338945 -0.278650 -0.396 -1.160 -0.634 0.468
H 2.882041 0.600990 -1.822197 1.253 0.073 3.008 0.229
H 5.605182 -2.435984 1.055434 -0.753 4.166 -1.544 0.245
H 6.147337 0.040047 0.361402 -2.965 -3.007 1.670 0.240
H 3.819248 -0.622834 1.104335 5.339 -0.890 -0.977 0.321
H -0.008466 1.363114 2.852297 4.588 2.016 -3.640 0.476
N -0.853184 -1.468663 -0.626531 2.250 0.511 -6.785 -0.816
N 0.177514 1.278975 -1.138519 2.907 -1.702 2.992 0.017
O -1.340767 1.572601 -2.718613 -0.608 -1.276 2.982 -0.697
O 2.122114 2.983860 0.366373 -4.277 -4.320 2.806 -0.545
O 1.110099 1.869819 2.228137 -2.869 0.368 1.770 -0.640
S 4.684380 -0.894487 -1.244623 -2.196 1.015 1.027 0.005
```
Positions in Å, forces in eV/Å.

Calculated values
* energy above the lowest of the compared OMol25 structures with the same formula, charge and spin: 454.9 kcal/mol
* charge: 0
* electronic energy: -1165.08722 a.u.

---

# 3
Computed, not measured: the ion C4H4NO2S with charge -1 at a distorted geometry, with the ωB97M-V functional and the def2-TZVPD basis.

The geometry in XYZ format:
```
12
Properties=species:S:1:pos:R:3:forces:R:3:mulliken_charge:R:1
C -0.880395 1.277784 -0.024516 -1.338 0.214 2.794 -1.082
C 0.036140 0.110116 0.250331 -1.329 0.458 -0.140 0.782
C 1.022707 -0.121611 -0.683603 0.532 -1.523 2.134 -0.557
N 1.798425 -1.176545 -0.428290 0.740 -1.164 0.304 -0.242
S 2.985010 -1.831140 -1.308367 -0.789 0.959 0.065 -0.340
C -0.740772 -0.906768 1.207849 1.759 -0.971 -2.814 0.440
O -1.139946 -1.728769 0.322395 -0.430 0.840 1.556 -0.618
O -0.868477 -0.756487 2.399793 -0.332 0.116 0.724 -0.656
H -1.911892 0.974919 0.469194 1.867 1.071 -1.368 0.273
H -0.904880 1.411331 -1.063387 -0.621 0.296 -1.600 0.323
H -0.565756 2.292279 0.398402 -0.180 -1.496 -0.148 0.246
H 1.169836 0.454892 -1.539800 0.121 1.201 -1.508 0.430
```
Positions in Å, forces in eV/Å.

Calculated values
* SMILES: C/C(=C/N=S)C(=O)[O-]
* energy above the lowest of the compared OMol25 structures with the same formula, charge and spin: 45.6 kcal/mol
* charge: -1
* electronic energy: -758.21764 a.u.

---

What is the charge in the third record? -1